# C2H3Br2I

A structure of composition C2H3Br2I at a distorted geometry (ωB97M-V/def2-TZVPD, OMol25).

Values from the calculation:
Energy relative to the best compared isomer or geometry (same formula, charge and spin)   323.4 kJ/mol
DFT total energy   -150303.7129 eV
HOMO-LUMO gap (spin up / spin down)   0.29726 / 0.26140 Eh

Last column: Löwdin charge in e.
Element x y z (Å)
C (-2.0140, 1.0738, -0.2335)  -0.425
C (1.3340, -0.8267, 0.1479)  -1.428
Br (-0.8618, -0.3723, -0.6508)  0.752
Br (2.4694, 0.5076, -0.7311)  0.478
I (1.7861, -2.8261, -0.2458)  0.733
H (-2.3234, 1.0046, 0.8217)  -0.027
H (-1.5007, 2.0055, -0.3094)  -0.046
H (1.1103, -0.5664, 1.2009)  -0.037


# C2H3Br2N

A structure of composition C2H3Br2N at a distorted geometry (ωB97M-V/def2-TZVPD, OMol25).

Values from the calculation:
Energy relative to the best compared isomer or geometry (same formula, charge and spin)   35.2 kJ/mol
DFT total energy   -143696.6785 eV
HOMO-LUMO gap   0.38504 Eh

Last column: Löwdin charge in e.
Element x y z (Å)
C (-0.1778, 0.6483, 0.5861)  -0.993
C (0.7743, -0.4473, 0.4124)  -0.696
N (-1.2944, 0.5438, -0.0559)  0.065
Br (0.4899, 2.1109, 1.5597)  0.692
Br (1.4847, -0.8234, 2.1448)  0.647
H (1.5383, -0.1717, -0.3553)  0.090
H (0.1669, -1.1842, -0.1594)  0.088
H (-2.0897, 1.2955, 0.0385)  0.107